This record from OMol25 describes a gas-phase ion, C19H22NO (charge +1) at a distorted geometry. The level of theory is ωB97M-V with the def2-TZVPD basis set.

Structure (ORCA input):
```
! wB97M-V def2-TZVPD RIJCOSX def2/J DEFGRID3
* xyz 1 1
C 1.008 -4.075 0.149
C 0.279 -3.010 -0.652
N 1.051 -1.689 -0.711
C 0.871 -1.066 -2.124
C 2.233 -0.980 -2.774
C 0.728 -0.749 0.368
C -0.699 -0.360 0.310
C -1.136 0.916 0.517
C -2.513 1.296 0.748
C -3.519 0.306 0.865
C -4.850 0.663 1.033
C -5.208 2.013 1.124
C -4.210 3.000 1.074
C -2.875 2.652 0.891
O -0.293 1.980 0.508
C 1.078 1.759 0.470
C 1.817 2.917 0.694
C 3.182 2.805 0.906
C 3.800 1.556 0.787
C 3.051 0.406 0.523
C 1.645 0.488 0.388
H 0.276 -4.843 0.416
H 1.768 -4.549 -0.485
H 1.474 -3.701 1.070
H 0.146 -3.350 -1.689
H -0.696 -2.756 -0.242
H 2.052 -1.899 -0.599
H 0.186 -1.720 -2.674
H 0.381 -0.106 -1.979
H 2.117 -0.553 -3.770
H 2.907 -0.329 -2.206
H 2.693 -1.974 -2.873
H 0.898 -1.306 1.304
H -1.444 -1.133 0.128
H -3.238 -0.744 0.806
H -5.597 -0.128 1.098
H -6.253 2.290 1.264
H -4.470 4.053 1.178
H -2.117 3.432 0.834
H 1.285 3.861 0.777
H 3.754 3.697 1.165
H 4.880 1.492 0.930
H 3.559 -0.565 0.452
*
```

As for the total energy: -23590.9698 eV. Its gap between HOMO and LUMO is 8.77 eV. The value obtained for the HOMO energy is -11.3 eV. For the LUMO energy, the calculation gives -2.573 eV. The calculation puts the relative energy (zero: lowest compared OMol25 entry of this formula, charge and spin) at 0.0 kJ/mol.

***

This record from OMol25 describes a molecular structure, C19H23AlF4NOS at a distorted geometry. The level of theory is ωB97M-V with the def2-TZVPD basis set.

Structure (ORCA input):
```
! wB97M-V def2-TZVPD RIJCOSX def2/J DEFGRID3
* xyz -1 1
C -1.119 4.201 -2.197
O -2.551 4.333 -1.868
C -2.794 4.276 -0.418
C -3.530 2.856 -0.044
C -2.995 1.579 -0.949
C -3.478 0.111 -0.405
C -2.799 -1.174 -1.168
C -1.903 -0.836 -2.474
C -0.354 -0.410 -2.268
C 0.557 -0.323 -3.670
C 2.129 0.132 -3.727
C 2.906 0.537 -2.339
C 2.045 0.448 -0.945
C 0.438 -0.012 -0.899
N -0.278 -0.047 0.425
C 0.435 -0.879 1.471
C -0.266 -2.117 2.325
C 0.618 -2.959 3.449
C 2.192 -2.589 3.810
C 2.905 -1.365 2.973
C 2.039 -0.570 1.831
S 2.803 0.824 0.769
H -1.019 3.369 -3.045
H -0.730 5.217 -2.662
H -0.443 3.838 -1.311
H -1.843 4.455 0.246
H -3.538 5.172 -0.170
H -4.690 2.994 -0.113
H -3.235 2.608 1.073
H -1.813 1.658 -1.090
H -3.435 1.762 -2.043
H -3.259 0.104 0.768
H -4.667 0.060 -0.492
H -3.700 -1.910 -1.436
H -2.177 -1.760 -0.334
H -1.903 -1.816 -3.158
H -2.407 -0.003 -3.166
H 0.036 -0.568 -4.709
H 2.721 0.212 -4.736
H 4.030 0.885 -2.250
H -0.445 0.927 0.812
H -1.386 -2.432 2.125
H 0.119 -3.862 4.023
H 2.805 -3.199 4.615
H 4.037 -1.023 3.136
F 7.226 -4.699 5.345
Al 5.988 -4.541 4.047
F 5.603 -2.800 3.794
F 4.494 -5.422 4.533
F 6.629 -5.243 2.518
*
```

As for the total energy: -51907.8121 eV. Its gap between HOMO and LUMO is 7.73 eV. The value obtained for the HOMO energy is -6.0 eV. For the LUMO energy, the calculation gives 1.753 eV.

***

This record from OMol25 describes a molecular structure, C19H23AuBr2FI2N. The level of theory is ωB97M-V with the def2-TZVPD basis set.

Structure (ORCA input):
```
! wB97M-V def2-TZVPD RIJCOSX def2/J DEFGRID3
* xyz 2 1
Au 0.162 2.148 0.761
Br -2.763 3.911 0.217
C -1.493 5.267 0.615
Br 0.363 4.604 0.733
H -1.710 5.693 1.587
H -1.459 6.008 -0.175
C -2.464 0.230 -0.877
C -1.883 -1.115 -1.310
C -2.536 -2.273 -0.548
C -0.357 -1.146 -1.429
C 0.145 -1.668 -2.609
C 1.482 -1.545 -2.947
C 2.364 -0.847 -2.127
C 1.957 -0.249 -0.951
C 3.062 0.397 -0.118
C 3.013 0.188 1.395
C 3.267 1.866 -0.500
C 0.582 -0.446 -0.586
N 0.121 0.048 0.619
C -0.466 -0.822 1.438
C -0.137 -2.220 1.388
C -0.638 -3.088 2.315
C -1.471 -2.609 3.334
C -1.812 -1.260 3.443
C -1.303 -0.388 2.526
F -1.625 0.893 2.578
H -3.527 0.250 -1.120
H -1.990 1.060 -1.403
H -2.389 0.405 0.198
H -2.194 -1.243 -2.348
H -2.538 -2.101 0.530
H -2.052 -3.227 -0.754
H -3.578 -2.357 -0.854
H -0.536 -2.150 -3.298
H 1.844 -1.984 -3.867
H 3.409 -0.792 -2.403
H 3.962 -0.125 -0.451
H 2.299 0.839 1.900
H 3.992 0.418 1.812
H 2.789 -0.848 1.657
H 2.398 2.481 -0.259
H 3.451 1.975 -1.568
H 4.123 2.271 0.039
H 0.610 -2.534 0.671
H -0.354 -4.130 2.304
H -1.843 -3.299 4.080
H -2.461 -0.900 4.230
I -0.221 2.468 -2.672
I 0.403 1.948 -5.194
*
```

As for the total energy: -184245.4953 eV. Its gap between HOMO and LUMO (spin up / spin down) is 4.43 / 4.49 eV. The value obtained for the HOMO energy (spin up / spin down) is -14.2 / -14.2 eV. For the LUMO energy (spin up / spin down), the calculation gives -9.814 / -9.761 eV. The calculation puts the relative energy (zero: lowest compared OMol25 entry of this formula, charge and spin) at 0.0 kJ/mol.

***

This record from OMol25 describes a molecular structure, C19H23BIIrN3O4S. The level of theory is ωB97M-V with the def2-TZVPD basis set.

Structure (ORCA input):
```
! wB97M-V def2-TZVPD RIJCOSX def2/J DEFGRID3
* xyz 1 1
Ir -0.738 0.788 -0.380
C 0.599 3.667 -0.690
C 0.862 2.449 0.168
C 1.889 1.542 -0.186
C 2.541 0.754 0.767
C 3.666 -0.154 0.351
C 2.143 0.868 2.086
C 1.103 1.718 2.496
C 0.683 1.760 3.936
C 0.494 2.503 1.547
H 1.269 4.468 -0.373
H -0.424 4.028 -0.588
H 0.825 3.480 -1.743
H 2.233 1.504 -1.215
H 4.524 0.426 0.010
H 3.371 -0.799 -0.478
H 3.995 -0.778 1.181
H 2.651 0.272 2.837
H 1.526 2.010 4.582
H 0.304 0.786 4.249
H -0.101 2.496 4.098
H -0.280 3.200 1.843
B -4.179 3.845 0.147
C -2.976 2.858 0.269
N -2.074 2.132 0.288
H -5.144 3.153 -0.081
H -3.891 4.553 -0.793
H -4.276 4.463 1.176
O -0.327 -0.649 1.179
C 0.258 -1.395 0.341
N 0.442 -0.833 -0.843
S 0.880 -1.904 -2.020
O 2.123 -1.528 -2.609
O -0.262 -2.109 -2.870
C 1.080 -3.225 -0.845
C 1.540 -4.500 -1.077
C 1.594 -5.363 0.016
C 1.198 -4.949 1.283
C 0.738 -3.656 1.503
C 0.689 -2.797 0.421
H 1.847 -4.822 -2.063
H 1.950 -6.374 -0.125
H 1.251 -5.645 2.109
H 0.430 -3.326 2.486
N -3.724 -1.618 -2.058
C -2.810 -0.675 -1.920
O -2.297 -0.490 -0.795
C -2.489 0.112 -3.166
I -1.095 1.680 -2.802
H -3.992 -2.162 -1.252
H -4.172 -1.803 -2.940
H -3.393 0.585 -3.545
H -2.051 -0.546 -3.913
*
```

As for the total energy: -55181.2926 eV. Its gap between HOMO and LUMO is 7.43 eV. The value obtained for the HOMO energy is -11.8 eV. For the LUMO energy, the calculation gives -4.390 eV. The calculation puts the relative energy (zero: lowest compared OMol25 entry of this formula, charge and spin) at 0.0 kJ/mol.

***

Repeat the fourth record exactly.
This record from OMol25 describes a molecular structure, C19H23BIIrN3O4S. The level of theory is ωB97M-V with the def2-TZVPD basis set.

Structure (ORCA input):
```
! wB97M-V def2-TZVPD RIJCOSX def2/J DEFGRID3
* xyz 1 1
Ir -0.738 0.788 -0.380
C 0.599 3.667 -0.690
C 0.862 2.449 0.168
C 1.889 1.542 -0.186
C 2.541 0.754 0.767
C 3.666 -0.154 0.351
C 2.143 0.868 2.086
C 1.103 1.718 2.496
C 0.683 1.760 3.936
C 0.494 2.503 1.547
H 1.269 4.468 -0.373
H -0.424 4.028 -0.588
H 0.825 3.480 -1.743
H 2.233 1.504 -1.215
H 4.524 0.426 0.010
H 3.371 -0.799 -0.478
H 3.995 -0.778 1.181
H 2.651 0.272 2.837
H 1.526 2.010 4.582
H 0.304 0.786 4.249
H -0.101 2.496 4.098
H -0.280 3.200 1.843
B -4.179 3.845 0.147
C -2.976 2.858 0.269
N -2.074 2.132 0.288
H -5.144 3.153 -0.081
H -3.891 4.553 -0.793
H -4.276 4.463 1.176
O -0.327 -0.649 1.179
C 0.258 -1.395 0.341
N 0.442 -0.833 -0.843
S 0.880 -1.904 -2.020
O 2.123 -1.528 -2.609
O -0.262 -2.109 -2.870
C 1.080 -3.225 -0.845
C 1.540 -4.500 -1.077
C 1.594 -5.363 0.016
C 1.198 -4.949 1.283
C 0.738 -3.656 1.503
C 0.689 -2.797 0.421
H 1.847 -4.822 -2.063
H 1.950 -6.374 -0.125
H 1.251 -5.645 2.109
H 0.430 -3.326 2.486
N -3.724 -1.618 -2.058
C -2.810 -0.675 -1.920
O -2.297 -0.490 -0.795
C -2.489 0.112 -3.166
I -1.095 1.680 -2.802
H -3.992 -2.162 -1.252
H -4.172 -1.803 -2.940
H -3.393 0.585 -3.545
H -2.051 -0.546 -3.913
*
```

As for the total energy: -55181.2926 eV. Its gap between HOMO and LUMO is 7.43 eV. The value obtained for the HOMO energy is -11.8 eV. For the LUMO energy, the calculation gives -4.390 eV. The calculation puts the relative energy (zero: lowest compared OMol25 entry of this formula, charge and spin) at 0.0 kJ/mol.